Molecular formula: C86H137B6F24N12O6
Method: DFT, ωB97M-V/def2-TZVPD

Results
Maximum force: 3.8 eV Å⁻¹
Net charge: +3
2S+1: 1
E_HOMO: -13.141 eV
Gap between HOMO and LUMO: 6.917 eV

XYZ file:
```
271
Properties=species:S:1:pos:R:3:forces:R:3
C -2.529448 0.973537 -4.510550 0.0164 1.0167 0.0802
C -3.520061 2.111211 -4.347462 0.3690 0.9046 0.3300
C -4.920228 1.617004 -3.970949 0.8629 0.4437 1.0774
N -6.026462 2.278458 -4.630734 -2.6153 0.0274 -0.8950
C -6.167381 3.737586 -4.294688 0.2614 -0.2453 0.3954
C -6.041139 2.007187 -6.103925 -0.2173 -0.8844 -0.3223
C -7.505749 2.228561 -6.494307 -0.1697 2.0764 -0.6932
C -8.425444 1.922358 -5.281083 0.8961 0.7318 -0.4466
C -7.369575 1.668625 -4.170540 -1.0838 0.1089 -0.1362
H -1.548633 1.343137 -4.739117 0.6150 0.4213 -0.1681
H -2.793131 0.310069 -5.299944 -0.4461 -0.8154 -0.4792
H -2.436685 0.496013 -3.564463 -0.0423 -0.8976 0.7019
H -3.509115 2.772853 -5.213462 -0.2487 -0.2443 -0.4048
H -3.138618 2.793112 -3.553542 -0.4252 -0.5803 -0.2855
H -5.062019 1.832718 -2.919377 0.0040 -0.3414 0.3819
H -5.095459 0.570817 -4.138498 0.3298 -0.6323 -0.0307
H -5.910873 3.727154 -3.207853 -0.2923 0.7633 -0.8500
H -7.212632 4.064725 -4.491551 0.8701 -0.2464 0.2329
H -5.478311 4.324301 -4.913213 -0.0403 -0.0960 0.4105
H -5.359262 2.704647 -6.580852 0.0033 -0.0402 -0.1403
H -5.669105 0.956444 -6.293721 -0.4967 1.0588 0.4508
H -7.574596 3.299682 -6.841268 -0.1828 -0.8658 0.5961
H -7.824221 1.697812 -7.365411 0.1416 -0.6574 -0.5023
H -9.183383 2.728038 -5.081995 1.0237 -0.5969 -0.0284
H -8.997835 1.035361 -5.522180 0.0233 -0.2944 0.3625
H -7.695769 2.159575 -3.263882 0.4252 -0.0399 0.4325
H -7.275036 0.602053 -4.018756 0.4492 -0.0277 0.0855
C 9.772833 0.695467 7.494824 -1.2868 -1.4715 -1.7329
C 8.552912 0.644368 6.507129 -0.5617 -1.1999 0.8681
C 8.813156 1.492912 5.304837 -0.8954 0.1351 0.3566
N 7.670912 1.499410 4.314046 0.6374 0.6348 -0.4048
C 6.424566 1.805788 5.022695 0.5600 -1.0548 0.9940
C 7.605225 0.251484 3.423864 0.1027 0.3240 0.4204
C 8.680204 0.460580 2.340149 -1.1445 -0.5897 0.1338
C 8.958418 1.962198 2.461145 2.3385 -0.0346 -1.7896
C 7.881621 2.568013 3.271536 -1.6152 -0.5935 -0.1928
H 9.731500 1.628487 8.002289 0.2404 0.4810 0.8720
H 10.674150 0.626525 6.888124 0.2394 0.0650 0.2020
H 9.705169 -0.223982 8.101031 0.2146 0.8654 0.2427
H 7.607535 0.936899 7.016364 0.8230 -0.0923 -0.1068
H 8.370587 -0.403070 6.164143 0.2648 0.5698 0.3366
H 9.677609 1.088202 4.832006 0.7439 0.1834 -0.5835
H 8.925473 2.529148 5.643485 0.2966 -0.0660 -0.4210
H 6.161399 0.871359 5.496064 -0.6881 0.0494 0.2810
H 5.727275 2.099792 4.297250 -1.2669 0.3597 -0.7695
H 6.596296 2.580270 5.773534 -0.0254 -0.0428 -0.2100
H 6.617268 0.183747 2.986303 -0.2329 0.2398 0.2462
H 7.739837 -0.601776 4.063424 0.0972 -0.4145 0.1733
H 8.217132 0.198850 1.366518 0.3765 0.2038 0.5089
H 9.489934 -0.258809 2.509869 0.2256 0.6810 -0.1549
H 9.181739 2.414766 1.489631 -0.8199 0.0904 -0.0925
H 9.937712 2.144135 2.900662 0.0098 -0.1687 0.6048
H 6.838809 2.587964 2.793530 1.7406 0.7071 0.1900
H 8.185305 3.495820 3.748910 -0.3901 0.1498 -0.0237
C 6.847505 1.042211 -1.441531 -0.7155 0.5863 -0.4368
C 6.886235 2.577264 -1.641966 -0.2674 -0.4902 -0.9582
C 5.533701 3.212429 -1.294290 -0.4685 -0.4077 0.0919
N 5.503509 4.709815 -1.143069 1.0750 0.9804 -0.5467
C 6.407576 5.217977 -0.069007 0.3987 -1.1760 0.5455
C 4.131953 5.224340 -0.910523 -1.8601 0.8758 -0.0477
C 4.257082 6.771107 -1.157402 -0.6897 -0.5567 -0.7560
C 5.462731 6.956917 -2.151648 -0.8544 -1.4249 1.5146
C 5.934270 5.463040 -2.382360 0.4971 1.9149 0.5394
H 7.791142 0.503747 -1.570987 -0.1356 0.3710 -0.7263
H 6.002462 0.632035 -2.047339 0.8790 -0.0161 0.3942
H 6.632828 0.857568 -0.422528 -0.6512 -0.3115 1.2996
H 7.056274 2.715299 -2.706954 0.2396 0.3734 -0.1399
H 7.708674 3.028715 -1.117530 0.3580 0.1999 0.4308
H 5.157145 2.771834 -0.329118 0.0484 0.6749 -0.9045
H 4.827977 3.095531 -2.139777 0.2394 -0.6031 0.7114
H 6.379702 4.468028 0.732520 0.1224 0.5673 0.0223
H 6.132700 6.189114 0.247584 -1.0329 0.6766 0.6283
H 7.390877 5.451548 -0.443494 0.5139 -0.8256 -0.3419
H 3.741828 4.964633 0.099951 0.5956 -0.0032 -0.5506
H 3.396587 4.789258 -1.658814 1.2478 0.2258 0.6456
H 4.336204 7.340435 -0.244122 0.5466 -0.0059 0.3899
H 3.314985 7.157608 -1.561492 0.1258 -0.2847 -0.2794
H 6.143853 7.669675 -1.702823 0.7503 -0.4968 0.1629
H 5.206547 7.425235 -3.064359 -0.6098 0.1415 -1.0554
H 7.011846 5.451917 -2.455572 0.2046 -0.4558 -0.1335
H 5.498220 5.059728 -3.269036 -0.5291 -0.4750 -0.4219
C 1.414015 7.264014 2.311463 1.0779 -0.3869 -1.0837
C 0.330843 7.085541 1.219373 -0.2297 1.0961 -1.3837
C 0.428186 5.659626 0.644715 -0.1085 -0.9846 2.9727
N -0.390699 5.175858 -0.460980 0.4220 0.8158 -2.1629
C -1.844482 5.485075 -0.292605 0.8736 0.7109 0.4072
C 0.026880 5.693322 -1.810942 -0.7045 0.6220 -0.2115
C -0.625724 4.687683 -2.779121 -0.4449 -0.1131 -0.3688
C -0.891910 3.346959 -1.961390 2.0055 2.0816 -0.1729
C -0.140518 3.696855 -0.698914 -0.6115 -0.0358 0.8777
H 1.384968 8.166618 2.876224 -0.3991 1.1223 -0.1072
H 2.505674 7.162602 1.972264 -1.6955 -0.0862 0.0990
H 1.244925 6.535855 3.065126 0.0541 -1.0823 0.5887
H 0.458666 7.817261 0.368550 0.2751 -0.5942 0.7253
H -0.680598 7.368671 1.573685 0.5286 -0.5425 0.2365
H 0.187987 4.886276 1.428489 0.1549 1.0448 -0.1054
H 1.476192 5.452125 0.512676 0.4307 -0.1775 -0.8030
H -2.009746 6.543617 -0.198056 0.4146 0.6218 -0.4187
H -2.126769 5.131225 0.649420 -0.6410 -1.1476 1.2952
H -2.442848 5.094659 -1.076176 -0.2658 -0.4578 -0.4676
H -0.267990 6.741474 -1.932415 -0.5217 -0.2867 0.0331
H 1.099124 5.772374 -1.832504 0.5808 -0.7580 -0.0795
H -1.531821 5.114940 -3.220014 -0.0962 -0.1306 0.3103
H 0.025284 4.521348 -3.621112 0.3069 -0.2249 -0.1044
H -1.900016 3.160583 -1.711850 -0.8590 -0.1785 -0.2803
H -0.399674 2.517647 -2.426402 0.0269 -0.5321 -0.4445
H -0.531510 3.234724 0.179198 -0.2777 -0.6871 0.5689
H 0.931574 3.509954 -0.752925 0.0761 0.4101 -0.1135
C -4.952711 -4.938124 -6.103157 -1.1808 1.1434 -1.1889
N -3.814593 -4.062338 -5.816025 0.7373 -0.0681 0.1694
C -3.155485 -3.475328 -6.857376 -0.6883 0.4294 0.3942
C -2.050978 -2.714940 -6.645307 1.0540 0.0594 1.1940
C -1.499135 -2.700722 -5.329417 -0.0086 0.1136 -0.8667
C -2.174626 -3.292416 -4.288008 -0.7494 -0.5047 -0.3665
C -3.362864 -3.938770 -4.551088 -0.4370 -0.9227 -1.0336
C -0.167858 -2.141565 -5.060166 0.5685 1.4646 1.4621
C 0.719792 -1.675548 -6.035360 -1.1976 -0.4608 -1.8714
C 1.901121 -1.086581 -5.739784 -0.0088 -0.2324 -0.1395
N 2.319600 -1.062566 -4.466640 0.5562 0.6045 -0.7591
C 1.536658 -1.464956 -3.480876 -2.0486 0.2630 -0.6841
C 0.210151 -1.862474 -3.732268 0.6661 -0.5017 -0.4347
C 3.656263 -0.454429 -4.362777 -1.0769 -0.2734 1.5824
H -4.891976 -5.214404 -7.143255 0.1145 -0.1721 -0.3215
H -5.907320 -4.402558 -5.985046 0.5581 -0.0639 0.1831
H -4.986374 -5.823807 -5.533532 0.4051 -0.8206 0.9661
H -3.581361 -3.576096 -7.837283 -0.2338 -0.2209 -0.1453
H -1.520224 -2.184096 -7.437718 -0.4920 -0.4122 0.0613
H -1.817802 -3.443406 -3.289634 0.4992 0.2310 0.5502
H -3.894244 -4.556061 -3.833184 0.1321 0.4331 0.1934
H 0.434443 -1.717559 -7.101156 0.2888 -0.0453 0.6952
H 2.552289 -0.619020 -6.484274 -0.3334 -0.3700 0.3274
H 1.828433 -1.359563 -2.481895 1.0969 0.1258 1.0441
H -0.458803 -1.989626 -2.872036 0.4441 -0.2834 -0.3907
H 3.801991 -0.020107 -3.409686 0.1084 -0.1096 1.2333
H 3.654442 0.374755 -4.988882 0.2055 1.1919 -1.4918
H 4.366286 -1.190033 -4.580096 1.1438 -0.9723 -0.4012
C -11.533538 -2.939022 4.191543 -0.4931 -1.2818 -1.3491
N -10.457698 -2.959442 3.165767 -1.6072 2.2500 0.4862
C -10.450665 -1.907311 2.312438 1.0425 -1.0066 0.1271
C -9.438117 -1.839432 1.381660 -0.4300 -0.3408 -1.0100
C -8.462044 -2.842542 1.243729 -1.2051 0.2659 2.0609
C -8.565846 -3.878907 2.230069 1.9751 1.1221 -1.9829
C -9.505404 -3.868711 3.181683 -1.0001 -1.2151 1.2690
C -7.260005 -2.527472 0.437498 0.1798 -2.5961 -0.2865
C -6.563833 -3.478968 -0.329646 1.5557 0.8814 0.7675
C -5.240725 -3.200128 -0.705956 -2.0704 -0.1848 -0.2877
N -4.780437 -1.955907 -0.583692 0.3311 -1.4129 -0.3523
C -5.478737 -1.058394 0.069128 -0.4572 0.4065 0.0037
C -6.671074 -1.318470 0.649183 -1.6372 1.6317 0.0952
C -3.529764 -1.558941 -1.172227 2.1394 0.4894 0.5651
H -11.812934 -3.982296 4.364763 0.0260 0.2433 0.2223
H -12.400146 -2.449279 3.730443 0.3178 0.0257 0.4694
H -11.177057 -2.477415 5.075484 0.2113 0.5658 0.8071
H -11.196499 -1.140373 2.464400 -0.0259 -0.1237 -0.1669
H -9.493312 -1.056646 0.642672 0.2252 0.3673 0.1630
H -7.802452 -4.592604 2.392091 0.8042 -0.6735 -0.4048
H -9.553195 -4.618903 3.999065 0.0756 0.6158 -0.7677
H -6.908856 -4.450774 -0.562884 -0.5595 -0.7748 0.0228
H -4.620992 -3.945028 -1.154302 0.4363 -0.2179 -0.4186
H -5.080078 -0.106722 0.069679 0.8188 1.9628 0.1796
H -7.258347 -0.513319 1.139399 0.9941 -0.6126 -0.0799
H -2.876049 -2.358108 -1.515606 -0.4361 -0.4328 0.5383
H -2.996144 -0.937405 -0.440301 -0.0434 -0.4136 -0.1284
H -3.636607 -0.937608 -2.024039 -0.8022 0.5573 -0.6121
C 2.850738 -5.963739 7.023331 -0.8791 -0.3010 1.5987
N 2.559286 -5.909681 5.627048 -0.5984 0.3376 -2.9037
C 1.436561 -6.487302 5.099606 0.2518 -0.7610 3.7618
C 1.170811 -6.507216 3.800678 -0.4639 0.8956 -2.0334
C 1.949877 -5.782651 2.891470 0.8546 -0.0238 0.7895
C 3.062783 -5.135078 3.415845 0.2057 0.1412 -0.7743
C 3.298431 -5.211504 4.760775 2.0347 0.7238 1.4629
C 1.656776 -5.740595 1.456751 -0.7506 0.1466 0.6812
C 1.039276 -6.817928 0.861284 -1.2856 -0.8168 -0.9760
C 0.809166 -6.774446 -0.507447 1.2100 0.8947 1.7064
N 1.348521 -5.786058 -1.226062 -0.0716 0.5347 -0.7032
C 1.898449 -4.683750 -0.649494 -0.1882 -0.7545 -0.1344
C 1.910943 -4.596629 0.721889 0.5110 -0.4441 -0.1540
C 1.234322 -5.871155 -2.713041 0.9418 -1.7358 0.5600
H 1.869504 -5.984808 7.477518 -0.1750 0.2882 0.5402
H 3.388370 -5.092796 7.394462 0.0964 -0.1386 -0.3427
H 3.288547 -6.904671 7.362360 0.4485 0.1300 -0.5177
H 0.765084 -6.907591 5.868487 0.2854 0.0751 -0.7876
H 0.236635 -6.894517 3.477162 -0.6546 -0.5537 -0.0571
H 3.812963 -4.587669 2.827456 -0.7036 -0.1291 0.2290
H 4.156737 -4.659364 5.195262 -0.6740 -0.5121 -0.4121
H 0.584023 -7.655311 1.409609 0.6204 0.4173 -0.1227
H 0.308970 -7.537668 -1.016438 -0.6866 -0.9199 -0.7651
H 2.451081 -3.980400 -1.263975 -0.5789 0.2329 -0.4239
H 2.205072 -3.700207 1.224456 0.5475 0.4796 0.0889
H 0.250427 -5.597344 -3.003622 -0.7927 0.8456 -0.1922
H 1.328735 -6.951078 -3.012660 0.2441 1.0383 0.4019
H 2.054282 -5.286632 -3.101761 -0.0581 0.3150 -0.4497
C 3.157787 0.961339 0.247560 -1.8976 -0.4094 -1.4737
N 1.748447 0.624804 0.685639 0.6694 -0.0901 0.2570
C 1.097147 1.491285 1.488918 -0.2593 -0.4266 0.8399
C 0.025674 0.991278 2.225665 0.7795 0.7084 -0.8888
C -0.437130 -0.299846 2.056114 -1.6344 -1.4108 0.7870
C 0.127299 -1.119896 1.112899 0.7957 -0.3919 -2.0986
C 1.247907 -0.579692 0.427634 -0.9398 -1.6748 0.8811
C -1.574108 -0.798175 2.950212 -0.0424 1.2194 -0.1536
C -2.543134 0.132306 3.368578 0.5878 -0.5589 -0.1215
C -3.360921 -0.171816 4.411938 -0.4421 0.3648 -0.1887
N -3.363006 -1.356690 5.007238 1.1431 -1.4849 -1.0367
C -2.528550 -2.343202 4.572599 -0.0418 2.5433 -1.0160
C -1.659908 -2.068196 3.498845 1.3774 -2.1423 0.5448
C -4.394469 -1.631017 5.987826 -0.7896 1.8141 1.1242
H 3.565666 0.077140 -0.212723 0.0584 -0.5152 -0.2227
H 3.734470 1.176635 1.110191 0.3661 0.8581 0.7085
H 2.990590 1.689161 -0.557521 0.7852 0.2070 0.7995
H 1.530515 2.504911 1.592668 -0.0498 -0.6515 0.1264
H -0.449923 1.615767 2.935195 -0.2844 0.6333 0.5431
H -0.272922 -2.137311 0.756046 0.6492 1.6078 0.7825
H 1.794637 -1.241977 -0.225861 0.4429 0.1858 -0.2595
H -2.726420 1.069822 2.890500 0.3440 0.5671 -0.2459
H -4.079805 0.522137 4.777622 -0.4152 0.3972 0.0162
H -2.563508 -3.189108 5.187475 0.1377 -1.5623 0.1041
H -0.959953 -2.925819 3.193383 -1.1681 1.5731 0.5619
H -4.975074 -2.507571 5.766451 0.1500 -0.4970 -0.2149
H -5.072916 -0.750708 5.862837 0.2541 -0.9550 0.6452
H -3.966040 -1.645952 7.009153 -0.2653 -0.1303 -0.5973
B -6.152735 -2.265400 -4.206657 0.1723 0.3922 2.3426
F -4.885122 -1.845111 -3.547169 -0.7219 -0.6492 -1.1353
F -6.076220 -2.236552 -5.567042 0.3771 0.0285 -0.6156
F -6.481232 -3.553657 -3.701867 0.3619 0.6026 -0.4725
F -7.071988 -1.303980 -3.739111 -0.2227 -0.3394 -0.1605
B 3.825599 -1.500955 3.789070 -0.4989 -1.1839 -0.3679
F 4.736876 -0.704993 3.110423 0.4397 0.2953 0.0472
F 2.942624 -2.044168 2.763137 -0.1350 0.4473 0.6284
F 4.453425 -2.672102 4.357331 -0.0270 0.9043 -0.0664
F 3.164637 -0.766369 4.773744 0.0710 -0.4011 -0.4658
B -2.152358 -6.065412 4.372408 -0.6269 1.2974 0.4708
F -1.853637 -7.095865 3.491684 -0.3541 -0.0394 0.0444
F -3.542603 -5.888587 4.710690 1.4717 -0.1812 -0.8748
F -1.451230 -6.224611 5.584997 0.1306 0.0565 -0.3573
F -1.653196 -4.811470 3.718750 -0.4333 -1.2134 0.6305
B 2.489292 2.585818 -3.633346 -1.1283 0.0692 -0.9683
F 1.321192 1.904597 -4.129044 0.4662 0.2174 0.4803
F 3.422947 2.632665 -4.652202 0.5727 -0.2441 0.0129
F 2.161910 3.908348 -3.286208 -0.0523 0.0720 0.4007
F 2.958122 1.909043 -2.498995 0.0600 -0.1108 -0.0303
B -7.043941 -0.210485 3.841300 -0.8140 0.0881 0.4176
F -6.104439 0.688739 4.426229 -0.4877 -0.6219 -0.6902
F -6.380434 -1.396965 3.340101 -0.2410 0.8936 0.3635
F -7.969016 -0.601102 4.855740 0.5736 0.0482 -0.8944
F -7.770863 0.422131 2.756715 0.7382 -0.5799 0.9657
B -3.764575 2.398809 -0.354125 -2.4954 -0.3159 -0.8260
F -3.823049 3.492202 -1.259274 0.0551 0.0126 -0.0526
F -5.069772 2.291009 0.215651 0.8018 -0.3099 -0.1946
F -3.528066 1.216654 -1.146657 0.2679 0.6810 0.5740
F -2.833035 2.589472 0.617284 0.9864 -0.0701 0.5407
C 5.734685 -2.757434 -2.461237 0.2440 -0.8907 0.2886
C 4.222321 -2.828003 -2.367696 -0.0389 0.2927 1.0821
O 3.725187 -2.038622 -1.501625 -0.2331 0.0692 0.0148
O 3.538100 -3.579161 -3.078113 -0.2980 -0.6231 -0.7447
H 5.989385 -2.116529 -1.648375 0.7033 0.3660 0.5232
H 5.999815 -2.280935 -3.369824 0.2828 0.6376 -1.0507
H 6.356811 -3.680009 -2.451183 -0.9423 0.2928 0.1547
C -2.152389 -4.615135 0.462080 0.9465 0.1070 0.2136
C -1.815044 -4.449048 -0.971648 -0.2850 1.1461 -0.1170
O -1.046323 -3.522263 -1.314831 1.5812 1.0431 0.0352
O -2.445839 -5.124589 -1.779796 -1.0404 -1.4198 -1.3687
H -2.629151 -5.562171 0.504087 -0.0562 -1.0319 0.9340
H -2.894098 -3.893520 0.727630 -0.5489 0.7634 0.2237
H -1.276439 -4.424070 1.093259 -0.3311 -0.5155 0.1558
C 4.405677 5.254432 3.449453 -2.1121 1.7792 1.2947
C 4.073636 4.180271 2.481607 -0.6241 -0.6633 -0.6547
O 5.074934 3.525404 2.160751 1.2347 -1.4362 -0.8950
O 2.914719 3.991409 1.998367 0.2925 0.6738 0.4544
H 3.471363 5.548639 4.007985 0.9329 0.1578 -0.6201
H 4.847223 6.125232 2.942041 -0.3830 -0.1284 -0.0287
H 5.124202 4.989571 4.199237 0.4616 -0.6052 0.2040
```
Forces are in eV/Å.

Atomic partial charges in e from the Mulliken method, atoms 1 to 4: -1.546 0.171 -0.170 0.419